Computed, not measured: a structure of composition C16H23Cl2NTeV in a non-equilibrium geometry, with the ωB97M-V functional and the def2-TZVPD basis.

Computed properties:
Gap between HOMO and LUMO (spin up / spin down) = 0.16635 / 0.16452 Ha
Charge = -2
⟨S²⟩ = 0.80
Multiplicity = 2
Energy relative to the best compared isomer or geometry (same formula, charge and spin) = 2.2 kJ/mol
HOMO energy (spin up / spin down) = 0.23 / 0.28 eV

Each line ends with the Löwdin spin population.
Atoms and positions in Å:
V1 -1.457 -0.625 -0.251  0.81
Cl1 -1.908 -2.524 2.545  0.00
C1 -2.240 -2.348 0.734  -0.01
Cl2 -2.513 -1.251 -2.277  0.03
H1 -3.331 -2.301 0.675  0.00
H2 -1.940 -3.313 0.317  0.00
C2 -4.513 3.622 1.120  0.00
C3 -3.284 2.967 0.493  0.02
C4 -3.497 2.758 -1.007  0.00
C5 -2.049 3.840 0.723  0.00
C6 -2.995 1.621 1.194  0.09
N1 -2.353 0.748 0.636  0.06
H3 -4.705 4.600 0.665  0.00
H4 -4.365 3.753 2.194  0.00
H5 -5.397 2.995 0.979  0.00
H6 -3.682 3.717 -1.506  0.00
H7 -4.350 2.100 -1.189  0.00
H8 -2.618 2.286 -1.450  0.00
H9 -2.200 4.832 0.280  0.00
H10 -1.171 3.376 0.269  0.00
H11 -1.860 3.963 1.793  0.00
C7 1.057 -2.494 -1.592  0.00
C8 1.490 -1.841 -0.279  0.00
C9 1.338 -2.890 0.837  0.00
C10 0.574 -0.647 0.042  -0.02
C11 2.959 -1.414 -0.316  0.00
C12 3.532 -0.820 0.812  0.00
C13 4.860 -0.430 0.834  0.00
C14 5.666 -0.618 -0.284  0.00
C15 5.112 -1.192 -1.416  0.00
C16 3.778 -1.584 -1.428  0.00
H12 0.022 -2.830 -1.501  0.00
H13 1.676 -3.365 -1.833  0.00
H14 1.092 -1.778 -2.415  0.00
H15 0.306 -3.236 0.881  0.00
H16 1.579 -2.471 1.816  0.00
H17 1.998 -3.747 0.656  0.00
H18 0.766 -0.284 1.058  0.00
H19 2.910 -0.635 1.678  0.00
H20 5.266 0.039 1.724  0.00
H21 6.704 -0.304 -0.274  0.00
H22 5.716 -1.326 -2.307  0.00
H23 3.365 -2.006 -2.334  0.00
Te1 0.662 1.056 -1.297  0.00